Record 1
C3H4O2 as an isolated structure, computed with the ωB97M-V functional and the def2-TZVPD basis.

Geometry (Å):
1 O -1.451 0.259 -1.849
2 C -0.810 0.071 -0.861
3 C 0.616 -0.283 -0.410
4 C 0.101 0.199 0.947
5 O -1.260 0.133 0.436
6 H 1.486 0.178 -0.876
7 H 0.710 -1.374 -0.399
8 H 0.339 1.240 1.180
9 H 0.269 -0.422 1.831

Calculated values
energy	-7270.0960	eV
relative energy (zero: lowest compared OMol25 entry of this formula, charge and spin)	13.6	kcal/mol

Record 2
A 2-piece molecular cluster, C62H79N4O overall at a distorted geometry, computed with the ωB97M-V functional and the def2-TZVPD basis.

Geometry (Å):
1 C -2.442 0.625 2.205
2 N -1.433 0.450 1.194
3 C -1.788 0.356 -0.124
4 O -2.934 0.377 -0.567
5 C -0.496 0.278 -0.915
6 C -0.508 1.046 -2.238
7 C -0.351 2.535 -2.093
8 C -1.306 3.272 -1.389
9 C -1.073 4.615 -1.101
10 C 0.072 5.253 -1.584
11 C 0.917 4.561 -2.456
12 C 0.719 3.203 -2.695
13 N 0.496 0.719 0.045
14 C 1.790 0.822 -0.345
15 C 2.921 0.820 0.442
16 C 4.196 0.606 -0.177
17 C 4.798 -0.713 -0.065
18 C 5.206 -1.429 -1.215
19 C 5.751 -2.698 -1.120
20 C 5.871 -3.303 0.135
21 C 5.465 -2.616 1.286
22 C 4.923 -1.335 1.196
23 C -0.041 0.792 1.430
24 C 0.044 2.189 2.093
25 C 0.307 1.961 3.581
26 C 0.485 0.450 3.810
27 C 0.557 -0.231 2.442
28 H -3.282 -0.040 1.989
29 H -2.003 0.364 3.169
30 H -2.824 1.657 2.234
31 H -0.312 -0.795 -1.132
32 H 0.292 0.645 -2.866
33 H -1.468 0.816 -2.722
34 H -2.233 2.784 -1.085
35 H -1.789 5.171 -0.499
36 H 0.283 6.292 -1.317
37 H 1.719 5.082 -2.970
38 H 1.403 2.651 -3.344
39 H 1.941 0.760 -1.425
40 H 2.834 0.917 1.526
41 H 4.350 1.126 -1.126
42 H 5.095 -0.936 -2.183
43 H 6.085 -3.210 -2.027
44 H 6.332 -4.290 0.208
45 H 5.564 -3.086 2.268
46 H 4.606 -0.791 2.091
47 H 0.861 2.735 1.636
48 H -0.869 2.763 1.892
49 H 1.185 2.518 3.915
50 H -0.524 2.332 4.178
51 H 1.386 0.240 4.398
52 H -0.370 0.061 4.381
53 H -0.029 -1.160 2.406
54 H 1.576 -0.489 2.140
55 C 5.898 1.871 3.075
56 C 5.244 3.205 3.404
57 C 4.176 2.924 4.481
58 C 6.233 4.174 4.052
59 C 4.666 3.778 2.081
60 C 3.334 3.475 1.835
61 C 2.629 4.124 0.827
62 C 3.233 5.215 0.229
63 C 4.621 5.307 0.160
64 C 5.132 6.271 -0.955
65 C 6.269 5.645 -1.742
66 C 5.501 7.621 -0.340
67 C 4.047 6.581 -2.002
68 C 5.377 4.497 1.064
69 N 6.803 4.307 0.914
70 C 7.781 5.355 1.181
71 C 9.079 4.796 0.671
72 N 8.791 3.390 0.367
73 C 9.911 2.495 0.096
74 C 10.683 1.962 1.176
75 C 10.507 2.216 2.710
76 C 10.975 1.010 3.546
77 C 9.071 2.410 3.142
78 C 11.379 3.410 3.115
79 C 11.789 1.163 0.879
80 C 12.026 0.692 -0.400
81 C 11.302 1.232 -1.446
82 C 10.366 2.251 -1.237
83 C 10.070 3.101 -2.518
84 C 10.135 2.257 -3.799
85 C 11.143 4.201 -2.587
86 C 8.684 3.714 -2.502
87 C 7.421 3.176 0.401
88 C 6.657 2.093 -0.049
89 C 7.317 0.904 -0.571
90 C 7.945 0.002 0.325
91 C 8.769 -1.012 -0.151
92 C 8.945 -1.182 -1.530
93 C 8.246 -0.370 -2.427
94 C 7.404 0.637 -1.958
95 H 6.595 1.990 2.241
96 H 6.434 1.475 3.949
97 H 5.156 1.137 2.736
98 H 3.472 3.758 4.589
99 H 3.618 1.994 4.309
100 H 4.681 2.802 5.450
101 H 5.758 5.153 4.201
102 H 6.545 3.781 5.031
103 H 7.132 4.304 3.449
104 H 2.829 2.758 2.475
105 H 1.642 3.804 0.491
106 H 2.592 5.945 -0.267
107 H 5.951 4.686 -2.172
108 H 6.570 6.301 -2.573
109 H 7.139 5.471 -1.110
110 H 4.586 8.114 0.010
111 H 6.170 7.533 0.520
112 H 5.974 8.262 -1.096
113 H 3.226 7.172 -1.580
114 H 4.470 7.190 -2.813
115 H 3.642 5.666 -2.447
116 H 7.492 6.290 0.694
117 H 7.822 5.583 2.253
118 H 9.417 5.316 -0.240
119 H 9.897 4.867 1.396
120 H 12.062 0.895 3.558
121 H 10.666 1.159 4.589
122 H 10.518 0.076 3.194
123 H 8.566 3.191 2.581
124 H 8.513 1.474 3.026
125 H 9.034 2.694 4.205
126 H 11.038 4.347 2.660
127 H 11.364 3.534 4.205
128 H 12.417 3.235 2.804
129 H 12.467 0.841 1.669
130 H 12.786 -0.066 -0.585
131 H 11.504 0.854 -2.448
132 H 9.457 1.399 -3.729
133 H 9.817 2.863 -4.657
134 H 11.145 1.903 -4.022
135 H 11.153 4.799 -1.664
136 H 12.140 3.761 -2.717
137 H 10.954 4.878 -3.430
138 H 8.690 4.675 -1.988
139 H 8.316 3.894 -3.523
140 H 7.968 3.040 -2.021
141 H 5.597 2.283 -0.057
142 H 7.784 0.139 1.399
143 H 9.288 -1.671 0.555
144 H 9.617 -1.959 -1.906
145 H 8.342 -0.525 -3.507
146 H 6.837 1.276 -2.642

Calculated values
total charge	+1
energy	-73575.7349	eV
relative energy (zero: lowest compared OMol25 entry of this formula, charge and spin)	0.0	kcal/mol